[1]
Density functional theory data (the ωB97M-V functional and the def2-TZVPD basis) for a molecular structure, C33H53BBe2Cl3MgNO14 at a distorted geometry.

Each line ends with the Mulliken charge.
CARTESIAN COORDINATES (ANGSTROEM)
C (-4.763, 0.850, 2.326)  -0.470
O (-4.573, 0.477, 0.939)  -0.138
C (-5.851, 0.511, 0.272)  -0.618
C (-5.727, -0.082, -1.202)  -0.500
C (-4.228, -0.010, -1.653)  0.539
C (-4.008, -0.224, -3.204)  -0.411
C (-3.737, -1.749, -3.540)  -0.516
B (-2.212, -2.091, -3.856)  0.038
C (-1.460, -3.071, -2.811)  -0.477
O (-2.356, -4.013, -2.131)  -0.080
N (-1.942, -4.033, -0.838)  0.174
O (-2.738, -4.719, -0.241)  -0.378
C (-1.373, -1.584, -5.128)  -1.075
C (0.037, -1.047, -4.661)  0.456
C (1.178, -1.911, -4.396)  -0.400
C (2.474, -1.463, -3.934)  -0.808
C (2.680, -0.042, -3.729)  -0.763
C (1.577, 0.852, -3.995)  2.101
C (1.802, 2.390, -3.809)  -0.752
C (0.252, 0.397, -4.443)  -0.687
H (-5.343, 0.022, 2.832)  0.308
H (-5.427, 1.755, 2.383)  0.079
H (-3.766, 1.026, 2.790)  0.216
H (-6.295, 1.546, 0.278)  0.292
H (-6.541, -0.117, 0.913)  0.411
H (-6.430, 0.508, -1.836)  0.335
H (-6.131, -1.130, -1.130)  0.146
H (-3.663, -0.781, -1.042)  -0.800
H (-3.874, 1.032, -1.420)  0.369
H (-3.203, 0.474, -3.557)  0.141
H (-4.983, 0.043, -3.697)  0.341
H (-4.338, -2.030, -4.450)  0.330
H (-4.161, -2.340, -2.677)  0.293
H (-0.725, -3.677, -3.414)  0.169
H (-0.846, -2.455, -2.098)  0.496
H (-1.231, -2.424, -5.869)  0.431
H (-1.896, -0.775, -5.711)  0.279
H (1.004, -3.007, -4.532)  0.425
H (3.244, -2.247, -3.742)  0.399
H (3.681, 0.281, -3.362)  0.422
H (0.765, 2.870, -3.741)  -0.438
H (2.386, 2.789, -4.677)  0.462
H (2.362, 2.546, -2.848)  0.640
H (-0.540, 1.165, -4.619)  -0.202
C (0.075, 1.311, -8.206)  0.792
O (-0.900, 1.343, -7.407)  -0.587
O (1.244, 1.126, -7.540)  -0.504
O (0.104, 1.419, -9.431)  -0.543
H (0.778, 1.093, -6.681)  0.338
Mg (-0.108, 3.681, -2.611)  0.952
Cl (-2.008, 1.982, -15.236)  -0.186
C (-1.298, 2.225, -13.621)  -0.440
C (-1.730, 1.160, -12.639)  -0.079
Cl (-3.460, 1.283, -12.231)  -0.197
H (-1.574, 3.221, -13.277)  0.322
H (-0.215, 2.195, -13.744)  0.291
H (-1.175, 1.270, -11.706)  -0.002
H (-1.545, 0.160, -13.029)  0.318
C (0.574, 1.774, 2.125)  -0.376
C (1.456, 2.493, 1.093)  0.587
O (1.817, 1.780, 0.121)  -0.554
O (1.695, 3.681, 1.345)  -0.564
H (0.405, 0.738, 1.834)  -0.038
H (1.055, 1.787, 3.103)  0.248
H (-0.391, 2.277, 2.201)  0.274
C (2.518, -2.328, 3.624)  -0.328
C (1.751, -3.267, 4.320)  -0.526
C (0.489, -3.634, 3.845)  -0.697
C (0.009, -3.065, 2.675)  -0.264
C (0.776, -2.144, 1.985)  -0.186
C (2.021, -1.772, 2.456)  -0.605
H (3.495, -2.038, 3.992)  0.378
H (2.136, -3.714, 5.234)  0.598
H (-0.111, -4.355, 4.388)  0.408
H (-0.966, -3.346, 2.289)  0.165
H (0.398, -1.709, 1.066)  0.566
H (2.605, -1.044, 1.904)  0.513
C (-6.966, 4.383, 3.167)  0.736
O (-7.219, 5.517, 3.531)  -0.541
O (-5.637, 4.150, 2.967)  -0.410
O (-7.754, 3.384, 2.937)  -0.400
H (-5.388, 5.059, 3.218)  0.321
C (7.598, 1.992, 8.328)  -0.797
O (6.408, 1.236, 8.481)  -0.287
C (5.243, 1.958, 8.111)  -0.632
C (4.189, 1.018, 7.551)  -0.247
O (4.462, 0.556, 6.227)  -0.409
C (5.548, -0.352, 6.070)  -0.490
C (5.285, -1.737, 6.639)  0.046
O (5.341, -1.731, 8.062)  -0.239
C (4.429, -2.606, 8.643)  -0.202
H (7.651, 2.778, 9.085)  0.330
H (8.443, 1.316, 8.456)  0.244
H (7.659, 2.428, 7.326)  0.357
H (5.474, 2.725, 7.365)  0.361
H (4.852, 2.444, 9.013)  0.423
H (3.253, 1.577, 7.472)  0.397
H (3.994, 0.182, 8.226)  0.050
H (6.475, 0.071, 6.456)  0.170
H (5.681, -0.457, 4.990)  0.501
H (6.056, -2.428, 6.280)  0.416
H (4.306, -2.090, 6.282)  -0.243
H (3.397, -2.402, 8.257)  -0.236
H (4.426, -2.435, 9.720)  0.347
H (4.706, -3.645, 8.442)  0.397
Be (1.712, -2.587, 7.509)  0.445
Cl (-9.120, 2.106, 3.881)  0.250
Be (-3.506, -2.504, 0.332)  0.486

Output
net charge	+2
M	847.280	Da
calculated total energy	-4030.87915	Eh
maximum force	4.57	eV/A



[2]
Density functional theory data (the ωB97M-V functional and the def2-TZVPD basis) for 6 unconnected molecules or ions with the total composition C33H53BF3N2O12S5 at a distorted geometry.

Each line ends with the Mulliken charge.
CARTESIAN COORDINATES (ANGSTROEM)
C (1.111, -4.232, 3.283)  0.358
C (1.366, -3.955, 2.147)  -0.701
C (1.610, -3.552, 0.759)  -1.712
C (0.613, -2.494, 0.354)  0.671
C (-0.567, -2.866, -0.231)  -0.384
C (-1.463, -1.849, -0.626)  0.394
C (-2.783, -2.283, -1.248)  -1.245
O (-3.754, -2.447, -0.210)  -0.352
C (-4.684, -1.455, -0.140)  0.860
F (-5.642, -1.609, -1.061)  -0.256
F (-5.250, -1.509, 1.071)  -0.258
F (-4.143, -0.230, -0.284)  -0.199
N (-1.231, -0.573, -0.460)  -1.043
N (-0.082, -0.264, 0.113)  1.105
B (0.179, 1.251, 0.280)  0.146
C (-0.874, 2.066, 1.112)  -0.799
O (1.270, 1.754, -0.303)  -0.422
C (0.843, -1.109, 0.543)  1.088
C (2.099, -0.634, 1.208)  -0.234
C (3.125, -0.353, 0.193)  -0.459
C (3.991, -0.211, -0.622)  -0.015
H (0.646, -4.355, 4.232)  0.556
H (1.591, -4.412, 0.087)  0.499
H (2.621, -3.142, 0.665)  0.349
H (-0.804, -3.910, -0.390)  0.609
H (-2.611, -3.261, -1.699)  0.612
H (-3.092, -1.594, -2.034)  0.433
H (-0.659, 3.136, 1.055)  0.153
H (-0.841, 1.756, 2.164)  0.354
H (-1.888, 1.880, 0.746)  0.435
H (1.436, 2.626, 0.088)  0.267
H (2.530, -1.417, 1.833)  0.566
H (1.934, 0.220, 1.877)  -0.869
H (4.666, -0.410, -1.426)  0.496
C (-0.135, 1.163, -5.616)  -0.498
C (0.687, 1.752, -4.462)  -1.025
C (0.772, 0.679, -3.371)  0.129
S (0.649, -0.902, -4.207)  1.260
O (-0.577, -1.546, -3.784)  -0.591
O (1.916, -1.583, -4.131)  -0.726
C (0.420, -0.238, -5.851)  -0.796
H (-0.064, 1.771, -6.515)  0.314
H (-1.188, 1.104, -5.326)  0.286
H (1.690, 1.997, -4.816)  0.348
H (0.244, 2.670, -4.077)  0.397
H (1.714, 0.717, -2.828)  0.289
H (-0.061, 0.745, -2.672)  -0.222
H (-0.251, -0.881, -6.416)  0.459
H (1.396, -0.199, -6.333)  0.341
C (-0.696, -9.598, 5.664)  -0.592
C (-1.316, -8.696, 6.739)  -0.626
C (-0.595, -7.344, 6.674)  -0.706
S (-0.036, -7.157, 4.978)  1.274
O (1.404, -7.153, 4.962)  -0.674
O (-0.802, -6.113, 4.337)  -0.697
C (-0.617, -8.746, 4.401)  -0.770
H (-1.287, -10.497, 5.501)  0.342
H (0.306, -9.904, 5.970)  0.303
H (-2.379, -8.558, 6.529)  0.303
H (-1.234, -9.136, 7.732)  0.328
H (-1.256, -6.516, 6.923)  0.355
H (0.283, -7.323, 7.317)  0.393
H (0.072, -9.136, 3.655)  0.393
H (-1.603, -8.597, 3.961)  0.365
C (-2.211, 0.852, -10.582)  -0.622
C (-1.792, -0.574, -10.201)  -0.587
C (-0.263, -0.646, -10.302)  -0.638
S (0.338, 1.018, -9.987)  1.061
O (0.959, 1.520, -11.183)  -0.674
O (1.021, 1.052, -8.715)  -0.577
C (-1.273, 1.779, -9.816)  -0.576
H (-3.253, 1.047, -10.335)  0.350
H (-2.085, 1.000, -11.656)  0.305
H (-2.105, -0.783, -9.175)  0.249
H (-2.261, -1.318, -10.843)  0.331
H (0.166, -1.322, -9.566)  0.338
H (0.062, -0.931, -11.300)  0.383
H (-1.240, 2.791, -10.214)  0.449
H (-1.518, 1.801, -8.754)  0.235
C (3.295, 3.662, 5.787)  -0.649
C (4.301, 2.522, 5.578)  -0.710
C (3.684, 1.549, 4.566)  -0.746
S (2.591, 2.536, 3.537)  1.333
O (1.228, 2.090, 3.750)  -0.692
O (3.138, 2.625, 2.200)  -0.732
C (2.837, 4.078, 4.393)  -0.031
H (3.738, 4.498, 6.325)  0.410
H (2.443, 3.301, 6.367)  0.296
H (5.233, 2.926, 5.179)  0.293
H (4.539, 2.015, 6.512)  0.361
H (4.438, 1.081, 3.936)  0.395
H (3.082, 0.785, 5.056)  0.410
H (1.914, 4.653, 4.394)  -0.257
H (3.617, 4.627, 3.867)  0.390
C (-2.724, 6.753, 3.086)  -0.708
C (-2.129, 8.167, 3.067)  -0.639
C (-1.032, 8.217, 4.138)  -0.707
S (-0.407, 6.541, 4.293)  1.233
O (-0.721, 6.043, 5.607)  -0.697
O (0.938, 6.479, 3.765)  -0.724
C (-1.533, 5.801, 3.116)  -0.558
H (-3.359, 6.570, 2.220)  0.346
H (-3.331, 6.618, 3.984)  0.333
H (-1.694, 8.366, 2.085)  0.293
H (-2.887, 8.926, 3.249)  0.345
H (-0.214, 8.875, 3.857)  0.360
H (-1.429, 8.512, 5.108)  0.370
H (-1.788, 4.794, 3.441)  0.435
H (-1.028, 5.769, 2.151)  0.261

Output
net charge	+1
M	897.930	Da
calculated total energy	-4616.71432	Eh
maximum force	1.44	eV/A